A structure of composition C10H12N2O in a non-equilibrium geometry. Source: the Open Molecules 2025 dataset; level of theory: wB97M-V/def2-TZVPD.

XYZ file:
```
25
Properties=species:S:1:pos:R:3:forces:R:3
C 1.217 1.576 3.069 5.1 1.2 -1.1
C 0.339 0.312 3.270 -2.1 -0.1 2.6
C -0.146 -0.185 1.835 0.4 -2.4 0.2
C 0.226 -0.075 -0.541 0.1 -2.4 0.0
C 0.221 1.044 -1.344 1.3 4.4 -0.5
C -0.346 1.257 -2.611 0.2 -5.2 -0.6
C -0.840 -0.011 -3.133 -1.5 4.7 -1.4
C -0.963 -1.107 -2.383 -0.1 -5.0 1.1
C -0.346 -1.281 -1.148 0.8 0.6 2.5
C -1.537 -0.020 -4.425 -0.2 -1.8 -1.9
H 0.914 2.436 1.959 0.8 -3.1 3.7
H 2.427 0.835 2.724 -3.4 3.0 0.8
H 1.686 2.438 4.136 -2.0 -3.1 -3.4
H -0.728 0.737 3.706 2.5 -1.4 -0.7
H 0.748 -0.552 4.209 -0.9 2.8 -3.4
H -0.594 -1.401 1.726 0.8 4.1 0.9
H -0.880 0.644 1.731 0.2 -1.1 -1.3
H 0.770 2.008 -1.138 -0.3 -1.4 1.1
H -0.096 1.975 -3.387 -0.2 0.6 0.9
H -1.429 -2.062 -2.787 0.5 1.5 0.2
H 0.201 -3.413 -0.731 -1.3 2.6 0.7
H 0.468 -2.104 0.239 2.4 0.0 2.4
N -0.238 -2.517 -0.266 -1.0 -0.3 -4.4
N -2.007 -0.364 -5.444 0.9 1.3 2.2
O 0.934 -0.169 0.736 -3.0 0.7 -0.7
```
Forces are in eV/Å.

Values from the calculation:
HOMO-LUMO gap   9.30 eV
Total energy   -15583.7160 eV
Strongest force on any atom   5.38 eV/Å
Energy above the lowest of the compared OMol25 structures with the same formula, charge and spin   906.4 kJ/mol

Mulliken atomic charge list, values in e, 2 entries: -0.649 -0.425

An isolated molecule of C10H12N2O. Source: the Open Molecules 2025 dataset; level of theory: wB97M-V/def2-TZVPD.

XYZ file:
```
25
Properties=species:S:1:pos:R:3:forces:R:3
C 1.625 0.237 0.006 0.8 -0.4 0.3
C 2.756 -0.346 0.334 -0.2 0.1 -0.1
C -0.516 1.507 -0.641 0.4 -0.2 -0.2
C -2.565 0.434 0.347 -0.1 0.9 -0.1
C 0.564 0.831 -0.311 -0.8 0.2 -0.2
C -1.818 1.492 0.018 -0.3 -0.4 0.2
C -1.500 -1.684 0.449 0.2 0.3 0.0
C 4.035 -0.151 -0.410 0.1 0.0 0.0
C -2.363 2.869 0.310 -0.1 -0.1 0.2
C -0.583 -2.602 0.595 0.2 -0.1 0.2
N -2.407 -0.940 -0.033 0.4 -0.2 0.4
N 0.436 -2.877 -0.304 -0.1 0.0 -0.2
O -3.360 -1.345 -0.775 -0.5 -0.2 -0.5
H -0.427 2.232 -1.446 0.0 0.0 0.0
H -3.555 0.602 0.754 0.0 -0.2 0.0
H 4.357 -1.095 -0.853 0.1 0.0 0.0
H 3.920 0.588 -1.197 0.0 0.0 -0.1
H 4.818 0.174 0.273 0.1 0.0 0.0
H -3.449 2.871 0.282 -0.1 0.1 0.0
H -2.046 3.191 1.303 0.1 0.1 0.0
H -1.987 3.592 -0.410 0.0 0.0 0.0
H 2.790 -1.016 1.184 -0.1 -0.1 0.1
H -0.559 -3.215 1.490 -0.1 0.0 0.0
H 0.512 -2.222 -1.068 0.1 -0.1 0.1
H 1.323 -3.127 0.103 -0.1 0.1 0.0
```
Forces are in eV/Å.

Values from the calculation:
HOMO-LUMO gap   8.11 eV
Total energy   -15585.2203 eV
Strongest force on any atom   0.95 eV/Å
Energy above the lowest of the compared OMol25 structures with the same formula, charge and spin   761.2 kJ/mol

Mulliken atomic charge list, values in e, 2 entries: 0.551 -0.962

| no. | lowest unoccupied orbital energy (eV) |
| --- | --- |
| 1 | 0.2143 |
| 2 | -0.1277 |